*a*
This record from the Open Molecules 2025 dataset describes an isolated molecule of C4H13N3O. The level of theory is ωB97M-V/def2-TZVPD.

Last column: Mulliken charge in e.
Atoms and positions in Å:
C -0.34 -0.67 0.49  -0.027
C -1.76 0.17 -0.38  0.079
C 2.81 0.39 -0.15  -0.797
C -1.55 0.00 -1.86  -1.257
N 0.38 0.45 0.85  -0.482
N 2.00 -0.10 0.95  -0.420
N -0.88 -1.42 1.55  -0.558
O -1.99 1.51 -0.09  -0.554
H -2.12 1.60 0.86  0.369
H 0.41 1.17 0.13  0.304
H 2.32 0.33 1.82  0.245
H 0.13 -1.34 -0.23  0.395
H -2.59 -0.44 -0.01  0.333
H -1.13 -0.85 2.35  0.223
H -0.32 -2.22 1.80  0.241
H 2.76 1.48 -0.29  0.307
H 2.48 -0.08 -1.08  0.271
H 3.87 0.13 0.01  0.331
H -1.43 -1.05 -2.11  0.355
H -0.65 0.54 -2.18  0.270
H -2.40 0.40 -2.42  0.371

**Kohn-Sham gap**: 9.432 eV
**Lowest unoccupied orbital energy**: 1.0139 eV
**SMILES**: CNN[C@@H](N)[C@H](C)O



*b*
This record from the Open Molecules 2025 dataset describes a structure of composition C4H13N3O. The level of theory is ωB97M-V/def2-TZVPD.

Last column: Mulliken charge in e.
Atoms and positions in Å:
C -0.52 0.54 -0.02  0.764
C 0.55 -1.59 0.14  -0.510
C 1.43 0.35 -1.50  -0.961
C -1.00 0.71 1.40  -1.704
N 0.80 0.22 -0.20  -0.128
N -1.49 0.13 -0.95  -0.365
N 0.67 -1.90 1.49  -0.515
O -0.23 2.25 -0.65  -0.654
H -0.61 2.97 -0.13  0.202
H -1.18 0.32 -1.89  0.245
H -2.27 -0.35 -0.52  0.226
H 1.39 -1.36 1.95  0.266
H -0.21 -1.91 2.00  0.272
H -0.32 -2.04 -0.34  0.355
H 1.42 -1.93 -0.41  0.373
H 2.40 0.85 -1.35  0.298
H 1.62 -0.59 -2.03  0.361
H 0.94 0.96 -2.26  0.348
H -1.64 -0.11 1.74  0.342
H -1.59 1.63 1.43  0.471
H -0.17 0.85 2.09  0.313

**Kohn-Sham gap**: 9.168 eV
**Lowest unoccupied orbital energy**: 0.8089 eV



*c*
This record from the Open Molecules 2025 dataset describes an isolated molecule of C4H13N3O. The level of theory is ωB97M-V/def2-TZVPD.

Last column: Mulliken charge in e.
Atoms and positions in Å:
C 0.85 -0.44 -0.16  1.611
C -0.63 -0.52 0.17  -1.078
C 1.21 0.07 -1.53  -1.537
C 1.72 -0.03 0.95  -1.449
N -1.18 0.75 0.65  0.189
N -2.49 0.61 1.20  -0.742
N -1.18 1.70 -0.40  -0.504
O 1.31 -2.12 -0.06  -0.682
H 1.34 -2.61 -0.90  0.256
H -3.03 -0.10 0.71  0.261
H -2.40 0.32 2.17  0.265
H -1.94 1.51 -1.06  0.228
H -1.35 2.61 0.02  0.244
H -1.19 -0.89 -0.70  0.441
H -0.75 -1.24 0.98  0.342
H 0.63 -0.44 -2.30  0.385
H 0.98 1.13 -1.57  0.384
H 2.27 -0.07 -1.72  0.427
H 2.69 0.37 0.64  0.317
H 1.91 -1.17 1.21  0.348
H 1.23 0.56 1.71  0.293

**Kohn-Sham gap**: 10.204 eV
**Lowest unoccupied orbital energy**: 0.8922 eV
**SMILES**: CC(C)(O)CN(N)N



It is *a* that is the most stable of them.



*a*
This record from the Open Molecules 2025 dataset describes a structure of composition C4H13N3O. The level of theory is ωB97M-V/def2-TZVPD.

Last column: Mulliken charge in e.
Atoms and positions in Å:
C -1.01 -2.43 -0.38  -0.943
C -1.49 -0.32 -1.42  -0.854
N -1.42 -1.06 -0.17  -0.516
N 0.58 -0.16 1.05  -0.401
H -0.69 -0.49 0.71  0.483
H 1.08 -1.03 0.87  0.252
H -0.06 -2.52 -0.94  0.311
H -0.90 -2.93 0.58  0.341
H -2.20 -0.81 -2.10  0.344
H -1.86 0.68 -1.23  0.258
H -1.77 -2.97 -0.95  0.311
H -0.52 -0.25 -1.93  0.282
C 0.33 2.25 0.49  -1.333
C 1.24 1.05 0.58  1.114
O 2.01 0.91 -0.57  -0.548
N 1.92 0.73 1.77  -0.754
H 2.85 0.50 -0.30  0.378
H 1.54 1.24 2.57  0.277
H 0.94 3.15 0.51  0.402
H -0.22 2.22 -0.45  0.262
H -0.37 2.27 1.32  0.333

**Kohn-Sham gap (alpha / beta)**: 8.001 / 8.003 eV
**Lowest unoccupied orbital energy (alpha / beta)**: 0.3477 / 0.3482 eV



*b*
This record from the Open Molecules 2025 dataset describes an isolated molecule of C4H13N3O. The level of theory is ωB97M-V/def2-TZVPD.

Last column: Mulliken charge in e.
Atoms and positions in Å:
C -1.00 -0.62 0.59  -1.137
N 0.04 -1.55 0.93  -0.147
C 1.23 -1.16 1.67  -0.758
N 2.38 -0.41 1.00  -0.644
C -0.91 0.03 -0.82  0.769
C 0.17 1.11 -0.94  -0.714
O -0.32 2.17 -1.74  -0.546
N -2.26 0.52 -1.18  -0.704
H -1.99 -1.17 0.68  0.289
H -1.26 0.15 1.36  0.406
H 0.37 -2.09 0.14  0.285
H 0.93 -0.51 2.54  0.331
H 1.84 -1.96 2.10  0.414
H 1.88 0.32 0.53  0.257
H 2.71 -1.14 0.38  0.283
H -0.69 -0.79 -1.58  0.054
H 0.61 1.43 0.01  0.424
H 0.96 0.64 -1.57  0.342
H 0.29 2.91 -1.75  0.308
H -2.20 1.18 -1.94  0.267
H -2.77 0.94 -0.41  0.219

**Kohn-Sham gap**: 9.446 eV
**Lowest unoccupied orbital energy**: 0.6427 eV
**SMILES**: NCNC[C@@H](N)CO



It is *b* that is the most stable of them.



*a*
This record from the Open Molecules 2025 dataset describes a structure of composition C4H13N3O. The level of theory is ωB97M-V/def2-TZVPD.

Last column: Mulliken charge in e.
Atoms and positions in Å:
C 1.60 -1.61 0.69  -0.152
C 0.20 -1.19 0.97  -0.976
C -0.16 -0.15 -0.06  0.851
C -0.96 -0.54 -1.09  -0.449
N -1.54 0.34 -2.02  -0.576
N 0.35 1.07 0.21  -1.031
N 2.52 -0.59 0.64  -0.469
H 1.71 -2.22 -0.21  0.446
H 1.95 -2.40 1.74  -0.519
H -0.46 -2.05 0.95  0.395
H 0.16 -0.78 1.98  0.371
H -1.31 -1.57 -1.11  0.333
H -0.96 0.48 -2.84  0.266
H -1.76 1.24 -1.59  0.272
H 2.17 0.18 1.23  0.327
H 0.49 1.56 -0.67  0.208
H 2.58 -0.17 -0.29  0.357
H 2.16 -2.91 2.38  0.351
H -2.45 2.82 1.04  0.295
H -1.24 2.03 0.47  0.403
O -2.10 2.44 0.23  -0.703

**Kohn-Sham gap**: 5.120 eV
**Lowest unoccupied orbital energy**: -1.8923 eV



*b*
This record from the Open Molecules 2025 dataset describes a cluster of 2 separate species, C4H13N3O in total. The level of theory is ωB97M-V/def2-TZVPD.

Last column: Mulliken charge in e.
Atoms and positions in Å:
C -0.34 0.18 -2.01  -0.769
C -1.66 -1.16 -0.14  -1.525
C -1.01 0.16 -0.43  1.345
O 0.02 1.50 -2.32  -0.549
N -1.46 1.30 -0.09  -0.841
H -0.46 2.06 -1.69  0.386
H -2.27 1.28 0.51  0.248
H 0.51 -0.49 -2.17  0.377
H -1.14 -0.16 -2.70  0.303
H -2.31 -1.10 0.73  0.378
H -2.22 -1.54 -0.99  0.318
H -0.86 -1.87 0.07  0.350
C 1.36 0.95 1.35  -1.014
N 1.00 -0.30 0.68  0.035
N 1.55 -1.46 1.30  -0.771
H 1.29 -0.24 -0.32  0.224
H 2.56 -1.35 1.46  0.262
H 1.13 -1.57 2.22  0.235
H 1.03 1.77 0.72  0.302
H 2.44 1.05 1.51  0.382
H 0.84 0.99 2.31  0.324

**Kohn-Sham gap**: 9.977 eV
**Lowest unoccupied orbital energy**: 0.9084 eV
**SMILES**: [H]/N=C(\C)CO.CNN



It is *b* that is the most stable of them.



*a*
This record from the Open Molecules 2025 dataset describes a structure of composition C4HNO3. The level of theory is ωB97M-V/def2-TZVPD.

Last column: Mulliken charge in e.
Atoms and positions in Å:
C -1.62 0.00 -0.51  0.076
C -0.44 0.04 0.58  0.574
C 1.01 0.49 0.46  0.484
C 1.90 -0.35 -0.41  0.151
H -2.85 -0.09 0.15  0.296
N 2.58 -0.41 -1.46  -0.320
O -1.12 -0.16 -1.84  -0.428
O -0.79 -0.73 1.62  -0.444
O 1.32 1.18 1.40  -0.390

**Kohn-Sham gap**: 8.722 eV
**Lowest unoccupied orbital energy**: -2.3186 eV



*b*
This record from the Open Molecules 2025 dataset describes an isolated molecule of C4HNO3. The level of theory is ωB97M-V/def2-TZVPD.

Last column: Mulliken charge in e.
Atoms and positions in Å:
C -1.04 0.12 -0.03  0.555
C -0.46 -1.20 0.20  -0.007
C 1.44 0.19 -0.27  0.397
C 0.02 1.14 -0.05  0.460
H -1.18 -2.17 0.66  0.297
N 0.85 -1.17 -0.07  -0.452
O -2.23 0.37 -0.44  -0.486
O 2.58 0.42 -0.21  -0.358
O 0.01 2.29 0.21  -0.406

**Kohn-Sham gap**: 7.493 eV
**Lowest unoccupied orbital energy**: -2.2185 eV
**SMILES**: O=c1cnc(=O)c1=O



It is *b* that is the most stable of them.



*a*
This record from the Open Molecules 2025 dataset describes a cluster of 6 separate species, C20H22F2N4 in total. The level of theory is ωB97M-V/def2-TZVPD.

Last column: Mulliken charge in e.
Atoms and positions in Å:
F -5.08 -3.36 0.36  -0.289
C -5.09 -4.71 0.28  0.204
C -6.27 -5.46 0.28  -0.285
C -6.18 -6.84 0.07  -0.441
C -4.95 -7.42 -0.20  -0.264
C -3.76 -6.67 -0.14  -0.564
C -3.87 -5.35 0.09  -0.151
H -7.20 -5.02 0.60  0.373
H -7.04 -7.47 0.23  0.352
H -5.01 -8.47 -0.43  0.334
H -2.80 -7.10 -0.39  0.368
H -2.99 -4.73 0.11  0.364
F 1.98 -9.45 -5.07  -0.299
C 1.73 -8.16 -5.04  0.385
C 2.29 -7.33 -4.08  -0.329
C 2.00 -5.99 -4.09  -0.371
C 1.05 -5.44 -4.92  -0.467
C 0.56 -6.25 -5.93  -0.398
C 0.84 -7.62 -5.94  -0.307
H 3.00 -7.74 -3.38  0.372
H 2.44 -5.34 -3.35  0.327
H 0.84 -4.39 -4.79  0.380
H -0.13 -5.91 -6.69  0.338
H 0.50 -8.39 -6.62  0.367
C 6.39 7.46 5.48  -0.697
C 5.13 6.70 5.86  0.298
N 4.11 6.16 6.18  -0.370
H 6.91 7.69 6.40  0.248
H 6.14 8.44 5.08  0.260
H 6.98 6.95 4.72  0.260
C -0.63 0.99 6.03  -0.714
C -1.74 1.85 5.76  0.292
N -2.61 2.56 5.52  -0.353
H 0.21 1.37 5.45  0.254
H -0.78 0.03 5.53  0.263
H -0.45 0.90 7.10  0.258
C -0.58 4.74 0.60  -0.685
C -0.57 3.42 0.00  0.248
N -0.65 2.37 -0.43  -0.335
H -0.23 4.52 1.60  0.236
H -1.50 5.32 0.59  0.287
H 0.24 5.25 0.10  0.248
C 2.69 13.34 -2.39  -0.753
C 3.08 12.30 -1.46  0.327
N 3.34 11.45 -0.71  -0.347
H 1.87 13.91 -1.96  0.251
H 2.29 12.92 -3.31  0.259
H 3.52 13.97 -2.72  0.264

**Kohn-Sham gap**: 9.813 eV
**Lowest unoccupied orbital energy**: 0.6933 eV
**SMILES**: Fc1ccccc1.Fc1ccccc1.CC#N.CC#N.CC#N.CC#N



*b*
This record from the Open Molecules 2025 dataset describes a cluster of 6 separate species, C20H22F2N4 in total. The level of theory is ωB97M-V/def2-TZVPD.

Last column: Mulliken charge in e.
Atoms and positions in Å:
F 10.67 2.47 -24.51  -0.277
C 10.07 1.81 -23.51  0.204
C 8.80 2.31 -23.15  -0.168
C 8.02 1.87 -22.09  -0.505
C 8.58 0.90 -21.20  -0.284
C 9.88 0.36 -21.50  -0.458
C 10.61 0.79 -22.63  -0.338
H 8.40 3.07 -23.80  0.337
H 7.05 2.34 -21.97  0.353
H 8.11 0.57 -20.28  0.367
H 10.30 -0.29 -20.74  0.362
H 11.57 0.39 -22.91  0.408
F 17.10 2.18 -20.46  -0.308
C 16.38 2.35 -19.33  0.543
C 17.10 2.57 -18.15  -0.558
C 16.36 3.06 -17.12  -0.138
C 14.95 3.22 -17.14  -0.659
C 14.29 2.99 -18.33  -0.322
C 14.99 2.55 -19.44  -0.639
H 18.16 2.64 -17.99  0.393
H 16.80 3.37 -16.18  0.340
H 14.39 3.38 -16.23  0.450
H 13.23 3.16 -18.39  0.408
H 14.45 2.33 -20.35  0.486
C 14.62 7.27 -20.98  -0.687
C 14.01 7.76 -22.22  0.291
N 13.52 8.13 -23.21  -0.350
H 13.87 7.27 -20.19  0.258
H 15.32 8.02 -20.60  0.265
H 15.16 6.33 -21.10  0.221
C 11.69 6.25 -13.77  -0.709
C 11.09 4.93 -13.75  0.317
N 10.65 3.85 -13.77  -0.384
H 12.44 6.26 -12.99  0.249
H 10.99 7.04 -13.48  0.292
H 12.11 6.39 -14.77  0.238
C 19.77 5.26 -21.66  -0.548
C 21.04 5.90 -21.33  0.277
N 22.11 6.36 -21.08  -0.376
H 19.90 4.46 -22.38  0.267
H 19.09 6.00 -22.08  0.246
H 19.42 4.81 -20.73  0.135
C 20.63 4.33 -13.29  -0.625
C 21.58 5.44 -13.55  0.242
N 22.30 6.30 -13.82  -0.341
H 20.71 3.58 -14.07  0.247
H 19.67 4.85 -13.31  0.225
H 20.94 3.89 -12.34  0.251

**Kohn-Sham gap**: 9.215 eV
**Lowest unoccupied orbital energy**: -0.0475 eV
**SMILES**: Fc1ccccc1.Fc1ccccc1.CC#N.CC#N.CC#N.CC#N



It is *a* that is the most stable of them.



*a*
This record from the Open Molecules 2025 dataset describes an isolated molecule of C2HClF2O2. The level of theory is ωB97M-V/def2-TZVPD.

Last column: Mulliken charge in e.
Atoms and positions in Å:
C 1.13 1.32 0.30  0.368
C -0.21 0.64 0.14  0.379
O 1.58 2.27 0.74  -0.325
O 1.94 0.08 -0.22  -0.163
F -0.81 0.66 1.39  -0.228
F 3.28 0.40 -0.43  -0.149
Cl -1.28 1.54 -0.87  -0.123
H 0.05 -0.46 -0.10  0.243

**Kohn-Sham gap**: 11.693 eV
**Lowest unoccupied orbital energy**: 0.0319 eV
**SMILES**: O=C(OF)[C@@H](F)Cl



*b*
This record from the Open Molecules 2025 dataset describes a cluster of 2 separate species, C2HClF2O2 in total. The level of theory is ωB97M-V/def2-TZVPD.

Last column: Mulliken charge in e.
Atoms and positions in Å:
C 0.90 -0.25 0.39  0.335
C 0.68 1.03 0.16  0.359
O -1.56 -1.23 -0.56  -0.248
O -0.95 -1.32 0.58  -0.283
F 1.56 1.96 -0.10  -0.202
F -0.44 1.67 0.28  -0.198
Cl 2.02 -1.35 -0.05  -0.097
H -2.20 -0.51 -0.69  0.334

**Kohn-Sham gap (alpha / beta)**: 8.251 / 8.250 eV
**Lowest unoccupied orbital energy (alpha / beta)**: -1.1797 / -1.1793 eV



It is *a* that is the most stable of them.